# 1
This record from OMol25 describes an isolated molecule of C3H9O2PS at a distorted geometry. The level of theory is wB97M-V/def2-TZVPD.

XYZ file:
```
16
Properties=species:S:1:pos:R:3:forces:R:3:nbo_charge:R:1
S 1.6025 0.6585 -0.7615 0.128 -2.781 -0.014 0.887
P -0.5532 0.1135 -0.6402 0.192 -0.766 -0.003 1.697
O -1.0322 -0.9854 -1.5505 0.489 1.184 1.132 -1.054
O 1.7618 1.2064 0.6132 0.573 0.286 -0.047 -0.968
C 2.3151 -1.3295 -0.7502 0.225 0.692 1.879 -0.765
C -1.2933 1.7297 -0.8761 -0.304 1.316 2.338 -1.036
C -0.6246 -0.1284 1.1805 -2.744 -0.793 -1.135 -1.006
H 1.8657 -2.0499 -1.4809 0.548 1.223 0.187 0.246
H -1.5590 0.3498 1.5501 0.815 0.143 -0.154 0.245
H 3.4392 -1.1386 -0.7742 -1.582 -0.402 -0.527 0.228
H 2.1361 -1.8036 0.2916 -0.064 1.224 -1.489 0.223
H 0.1986 0.0274 1.7993 1.419 0.891 0.566 0.281
H -2.3404 1.8390 -0.4656 1.237 -0.378 -0.034 0.259
H -1.3934 1.9775 -1.8668 -0.134 0.171 -2.720 0.250
H -0.8665 -1.1691 1.2859 -0.086 -0.877 -0.082 0.248
H -0.6365 2.5653 -0.4802 -0.712 -1.135 0.103 0.266
```
Forces are in eV/Å.

Properties
**Energy above the lowest of the compared OMol25 structures with the same formula, charge and spin**: 188.7 kJ/mol
**Highest occupied orbital energy**: -0.33536 hartree
**HOMO-LUMO gap**: 0.360 hartree
**LUMO energy**: 0.7 eV
**Spin multiplicity**: 1

# 2
This record from OMol25 describes a structure of composition C18H39Cl2Cu3N5O8 at a distorted geometry. The level of theory is wB97M-V/def2-TZVPD.

XYZ file:
```
75
Properties=species:S:1:pos:R:3:forces:R:3:mulliken_charge:R:1
Cu -1.7059 2.7208 -0.9034 -0.493 -0.704 1.458 0.659
Cu -0.4727 -0.8603 1.6728 1.305 0.037 -0.898 0.516
Cu 0.1165 -0.9942 -3.2831 -0.242 -0.546 1.151 0.575
Cl -3.5448 -3.5313 -2.9741 0.393 0.063 -0.084 -0.145
Cl -5.4963 -1.3863 -1.4272 -0.873 0.157 -0.256 -0.161
O 0.4962 -3.5313 -2.8378 0.285 1.913 -1.951 -0.741
O -0.0364 -0.9493 -0.8662 1.140 -1.697 0.113 -0.055
O 1.8357 -1.7945 1.8141 -2.043 0.403 0.444 -0.837
O -1.8454 4.1959 0.9893 -0.056 -1.477 -1.148 -0.784
O -0.5499 0.7688 -2.0095 -0.187 2.032 -3.472 -0.887
O -3.7133 1.9966 0.0001 1.502 -0.087 0.246 -0.654
O -0.6465 0.8440 0.1376 -0.424 1.587 2.512 -0.479
O 5.6280 3.7203 -2.0658 -1.223 -1.440 0.808 -0.552
N 1.0869 -5.1539 -1.3580 -0.618 0.243 0.971 0.082
N 3.5295 -1.7676 0.3571 -1.942 -1.931 -1.775 0.128
N 3.8159 2.3156 -2.2866 -0.069 -0.595 2.487 0.157
N -4.9069 1.3436 1.7783 -0.673 -0.539 0.931 0.132
N -0.8068 4.6355 2.9237 -0.308 -2.194 0.832 0.045
C -1.3414 5.9758 2.9600 -0.051 1.408 0.703 -0.975
C 4.1060 -2.2309 -0.9311 0.711 1.177 0.327 -0.549
C -3.7719 -1.1897 -1.6585 0.105 0.716 0.443 0.236
C 2.2379 -5.5818 -2.0149 1.746 -1.055 -0.927 -1.152
C 0.3599 -4.1278 -1.8025 -0.457 -1.267 2.882 0.424
C 2.7933 1.4956 -1.6192 0.632 1.183 -0.357 -0.797
C -0.0626 4.0666 4.1217 0.098 2.462 -0.529 -0.994
C 4.8132 2.9438 -1.5725 0.451 1.150 -1.269 0.163
C -6.2499 1.3457 1.1142 -0.313 -0.652 0.069 -0.915
C -1.2064 3.7969 1.9724 1.043 1.331 -0.028 0.489
C -4.9737 0.6770 3.1207 0.625 0.558 -0.618 -0.971
C 3.7130 2.4063 -3.6810 0.015 0.054 -1.559 -1.018
C -3.1180 -2.5302 -1.5642 0.309 -0.532 0.269 0.232
C -3.7377 1.6114 1.1895 -1.884 0.371 -1.094 0.469
C -0.3397 0.2597 -0.9163 -1.093 -1.851 0.808 1.699
C 4.2866 -0.8009 1.0422 1.322 0.386 0.403 -1.036
C 0.8658 -5.8461 -0.0654 -0.256 0.805 -0.869 -0.830
C 2.3397 -2.1975 0.7669 1.416 0.023 -0.641 0.552
H -5.6107 1.2497 3.7947 0.022 -0.075 -0.110 0.339
H 0.9690 4.3946 3.9936 0.177 -0.366 0.037 0.362
H 4.0910 -1.3469 -1.5686 -0.237 -0.173 -0.488 0.191
H 3.0572 -5.5050 -1.3000 0.421 0.089 -0.186 0.423
H 4.6318 -0.0920 0.2897 0.399 0.148 0.241 0.353
H 1.8090 1.9265 -1.8024 -0.181 -0.052 -0.256 0.538
H 2.9096 1.5357 -0.5362 0.314 -0.347 -0.025 0.223
H -2.0377 -2.4338 -1.4559 0.121 -0.007 -0.422 -0.596
H -3.5261 -0.6590 -2.5783 -0.340 -0.322 -0.287 0.336
H -0.0973 3.0007 4.3471 -0.498 0.128 -0.578 0.341
H 5.1757 -2.4116 -0.8253 -0.004 -0.270 0.403 0.378
H 3.6862 -3.1017 -1.4348 -0.530 0.186 0.516 0.047
H 1.6917 -5.7217 0.6350 0.159 0.482 -0.118 0.312
H 3.0540 3.2126 -4.0029 0.133 0.282 -0.093 0.325
H -2.1645 6.0985 3.6639 -0.099 -0.481 0.211 0.366
H -6.3848 1.6782 0.0850 1.166 -0.141 -0.010 0.305
H 5.0980 -1.4163 1.4310 0.629 0.862 0.386 0.368
H 3.7921 -0.2610 1.8497 -0.274 -0.429 -0.193 0.323
H -0.5882 6.6798 3.3139 0.238 -0.133 -0.136 0.384
H -3.5057 -0.4787 -0.8764 0.507 -0.298 0.265 -0.402
H 4.7624 2.7025 -0.4995 0.140 0.027 0.058 0.288
H -2.8485 1.4860 1.8265 -0.135 -0.011 -0.131 0.034
H -3.4555 -3.1151 -0.7085 -0.165 0.310 0.097 0.413
H -0.7645 2.7960 2.0955 -0.358 -0.130 -0.193 0.128
H 0.8430 -6.9194 -0.2537 -0.661 0.058 0.032 0.338
H 1.9548 -2.9674 0.0804 -0.476 0.082 0.338 0.185
H -0.0397 -5.3895 0.3342 -0.086 -0.684 0.334 0.273
H 3.2654 1.4920 -4.0706 0.064 -0.217 -0.054 0.297
H -1.7376 6.3629 2.0211 0.414 -0.619 -0.190 0.291
H 2.8452 0.4940 -2.0461 -0.173 -0.293 0.321 -0.077
H 4.7032 2.5081 -4.1253 -0.125 0.250 -0.041 0.363
H -7.0439 1.8978 1.6171 0.646 0.393 0.785 0.338
H -3.9711 0.6103 3.5431 0.047 0.285 0.036 0.303
H 2.1567 -6.6442 -2.2446 0.055 -0.075 -0.247 0.348
H -5.3185 -0.3551 3.0561 -0.306 0.125 -0.303 0.351
H -0.3654 -3.8910 -1.0087 -0.516 0.412 -0.362 0.151
H -6.5813 0.3110 1.2024 -0.050 -0.087 -0.398 0.343
H 2.4543 -5.0353 -2.9328 -0.138 0.033 0.172 0.321
H -0.4068 4.6616 4.9676 -0.191 -0.432 0.207 0.372
```
Forces are in eV/Å.

Properties
**<S²>**: 0.7611
**Highest occupied orbital energy (spin up / spin down)**: -0.49902 / -0.49900 hartree
**Total charge**: +2
**HOMO-LUMO gap (spin up / spin down)**: 0.242 / 0.136 hartree
**LUMO energy (spin up / spin down)**: -7.0 / -9.9 eV
**Spin multiplicity**: 2

# 3
This record from OMol25 describes a structure of composition C3H5O3Sr at a distorted geometry. The level of theory is wB97M-V/def2-TZVPD.

XYZ file:
```
12
Properties=species:S:1:pos:R:3:forces:R:3:nbo_charge:R:1
Sr -2.5656 1.9203 -1.6107 -0.139 -0.036 0.157 1.670
O 0.3942 1.0882 0.6868 0.660 -0.373 2.382 -0.448
O -0.7552 -0.5672 -0.2149 -0.369 0.452 3.914 -0.455
O -1.7523 1.3639 0.5888 -0.567 -1.260 2.361 -0.744
C 0.5590 -1.1388 -0.0267 -0.385 -0.334 0.788 -0.124
C 1.3758 0.0474 0.5034 0.462 -0.301 0.308 -0.112
C -0.8336 0.5632 0.7980 0.914 1.019 -8.587 0.978
H 2.1448 0.3987 -0.1907 -0.351 0.162 0.148 0.218
H 0.4154 -1.9168 0.7307 0.485 0.000 -0.196 0.200
H -1.7777 -0.0033 -1.8086 -0.289 0.305 -0.947 -0.621
H 0.9644 -1.5954 -0.9330 -0.469 0.349 -0.062 0.228
H 1.8309 -0.1603 1.4767 0.046 0.016 -0.265 0.210
```
Forces are in eV/Å.

Properties
**Energy above the lowest of the compared OMol25 structures with the same formula, charge and spin**: 496.1 kJ/mol
**Highest occupied orbital energy (spin up / spin down)**: -0.42337 / -0.42330 hartree
**Total charge**: +1
**HOMO-LUMO gap (spin up / spin down)**: 0.249 / 0.249 hartree
**LUMO energy (spin up / spin down)**: -4.7 / -4.7 eV
**Spin multiplicity**: 1